(1)
A cluster of 17 separate species, C36H115N9O17 in total, computed with ωB97M-V with the def2-TZVPD basis set.

Each line ends with the Löwdin charge.
Geometry (Å):
O 2.781 -1.841 -4.193  -0.0863
O 0.041 2.004 3.218  -0.0553
O 0.486 -1.143 6.682  -0.1833
O -0.546 -5.756 -6.386  -0.2100
O 3.301 2.456 -3.393  -0.0978
O 0.234 -1.178 0.711  -0.1990
O -0.237 4.602 -2.270  -0.2257
O 2.621 2.168 4.416  -0.2241
O 3.821 -5.482 3.951  -0.1701
O -2.071 -0.148 2.538  -0.0761
O -4.636 -6.134 -2.551  -0.1751
O 4.946 1.389 -1.033  -0.0608
O -1.052 7.079 3.134  -0.1920
O -1.030 0.710 -4.373  -0.0837
O 4.106 -3.187 -1.798  -0.0636
O -4.737 0.779 -1.858  -0.1972
O 1.482 0.746 -5.766  -0.0620
N 2.357 5.293 -2.155  0.0600
N -5.473 -3.546 -3.874  0.0619
N 2.186 -6.651 0.904  0.0357
N 1.413 -4.216 -4.895  0.0522
N -0.844 7.096 -0.546  0.0540
N 5.574 2.513 2.270  0.0474
N 1.718 0.613 -2.184  0.0645
N -7.912 -0.070 -0.029  0.0337
N -0.326 -0.140 10.185  0.0368
C -0.699 6.520 0.796  -0.4163
C 3.315 -6.400 2.996  -0.2180
C 0.779 6.080 1.056  -0.0349
C -7.024 0.150 -1.210  -0.4184
C -7.587 1.064 -2.293  -0.0596
C -1.025 7.555 1.816  -0.2560
C 3.899 1.897 3.917  -0.2074
C -0.156 -1.983 5.795  -0.0942
C 0.377 -0.060 8.880  -0.4061
C -0.027 -1.219 7.953  -0.2508
C -4.241 -4.881 -2.085  -0.2302
C 2.535 5.777 -4.566  -0.0362
C -5.656 0.728 -0.782  -0.2181
C 1.303 -1.184 1.654  -0.0952
C -4.240 -3.758 -3.113  -0.4353
C 1.907 0.034 8.967  -0.0480
C 1.579 5.638 -3.338  -0.4229
C -3.400 0.946 -1.431  -0.1080
C 4.221 2.773 2.694  -0.4097
C 0.440 4.647 -3.513  -0.1991
C -1.320 -5.951 -7.589  -0.0979
C -1.558 4.066 -2.431  -0.0794
C 3.196 2.467 1.561  -0.0520
C 0.678 -0.920 -0.631  -0.1559
C 1.296 0.492 -0.808  -0.4281
C 5.139 -5.160 3.529  -0.1164
C 2.441 1.480 5.630  -0.1016
C 1.538 -4.813 2.311  -0.0619
C -0.876 -4.466 -5.767  -0.1790
C -0.043 -4.329 -4.502  -0.3776
C -3.773 -6.730 -3.521  -0.0899
C 2.668 -5.680 1.806  -0.4758
C -0.510 -3.154 -3.645  -0.0437
C -1.740 7.935 4.024  -0.0999
C 0.391 1.571 -0.328  -0.0235
C -3.828 -2.471 -2.340  -0.0544
H -2.768 7.997 3.702  0.0813
H 2.963 3.322 -3.159  -0.0205
H 4.031 -7.191 2.726  0.1274
H -1.926 -4.403 -5.463  0.1112
H 0.913 -4.413 1.494  0.0884
H -2.714 -6.711 -3.208  0.0904
H -1.066 -6.979 -7.871  0.0866
H 2.736 0.453 5.451  0.0909
H 2.164 0.591 -0.141  0.1019
H -0.247 -3.361 -2.601  0.0806
H 2.270 -0.146 -2.568  0.0648
H 2.209 2.775 1.895  0.0537
H 1.873 -6.273 0.018  0.0773
H -1.198 -1.727 5.914  0.0870
H 1.973 -3.979 2.863  0.0663
H 1.420 1.489 6.008  0.0892
H 5.530 -4.329 4.118  0.0872
H -3.185 -4.936 -1.768  0.1216
H 5.173 -4.848 2.476  0.0811
H -1.750 0.279 -4.841  0.0351
H -3.574 -1.673 -3.012  0.0702
H 4.545 2.165 4.729  0.1166
H -6.741 1.331 -2.916  0.0698
H -1.415 5.703 0.974  0.1405
H 1.491 -4.646 -5.811  0.0807
H -3.475 -4.031 -3.847  0.0868
H -5.890 1.705 -0.365  0.1247
H 0.867 2.565 -0.355  0.0821
H -0.547 -3.730 -6.511  0.1347
H 0.875 3.669 -3.730  0.1153
H 3.409 -5.058 1.281  0.1333
H 5.864 -5.965 3.673  0.0873
H 1.430 6.941 0.888  0.0856
H 1.422 -1.670 -0.946  0.1110
H 1.696 -0.189 1.934  0.0778
H 0.065 0.860 8.375  0.1266
H 2.054 -4.695 -4.289  0.0846
H -6.036 -4.376 -3.974  0.0667
H 3.659 -2.246 -4.233  0.0477
H -2.015 7.946 1.548  0.1237
H -1.610 -3.146 -3.645  0.0477
H 2.791 1.882 -2.775  -0.0224
H -3.834 -6.271 -4.516  0.0813
H 2.179 -2.544 -4.528  -0.0018
H 0.258 -1.710 4.845  0.0725
H -7.402 -0.605 0.677  0.0660
H -1.492 2.988 -2.600  0.0569
H 1.363 -7.038 1.321  0.0699
H -0.991 -5.286 -8.381  0.0840
H 4.003 0.876 3.547  0.1308
H 3.195 5.883 -2.090  0.0945
H 2.524 -6.954 3.517  0.1264
H 3.192 1.386 1.402  0.0587
H -5.222 0.115 0.013  0.1182
H 3.117 1.962 6.348  0.0956
H -0.229 5.007 -4.310  0.1347
H 5.562 1.995 1.390  0.0581
H 3.369 -2.604 -2.052  -0.0021
H -2.136 4.064 -1.515  0.0798
H 1.864 5.386 -1.287  0.0275
H 6.041 3.394 2.110  0.0731
H -1.789 7.462 -0.654  0.0731
H 1.939 0.097 -5.211  0.0171
H 0.997 2.075 3.424  0.0129
H -3.127 0.232 -0.639  0.0953
H 3.411 6.370 -4.338  0.0718
H -2.838 0.863 -2.337  0.0600
H -0.315 8.377 1.835  0.1318
H -1.224 8.889 4.097  0.0890
H -4.072 -7.760 -3.606  0.0821
H -8.392 0.629 -2.873  0.0729
H -0.207 -1.064 -1.251  0.1214
H 0.976 -1.691 2.562  0.0715
H 4.512 1.990 -1.670  0.0191
H -0.717 6.376 -1.249  0.0354
H -3.062 -2.735 -1.621  0.0741
H 0.178 0.193 10.982  0.0534
H 0.972 -5.315 3.068  0.0749
H -1.453 -0.688 2.024  0.0023
H 4.124 3.808 2.964  0.1318
H -6.882 -0.825 -1.678  0.1175
H -0.053 -3.050 6.032  0.0997
H -1.791 7.504 5.023  0.0868
H -5.997 -2.845 -3.370  0.0539
H 0.161 1.347 0.725  0.0747
H 0.880 0.705 -2.760  0.0776
H 1.050 6.576 -3.232  0.1250
H -3.159 1.972 -1.107  0.0771
H -2.022 4.537 -3.294  0.0929
H 4.522 -2.761 -1.046  0.0300
H 3.395 2.999 0.630  0.0779
H 0.262 -2.137 8.484  0.1307
H -1.084 -1.361 7.892  0.1055
H 2.145 -1.796 1.333  0.0845
H -0.468 1.620 -1.003  0.0731
H 4.704 0.517 -1.363  0.0277
H -1.508 0.613 2.766  -0.0024
H -8.161 0.783 0.462  0.0627
H -0.287 0.724 -5.019  0.0049
H 2.226 0.858 9.619  0.0848
H -4.651 -2.064 -1.729  0.0755
H -0.161 -2.165 -3.906  0.0662
H 2.300 0.315 8.001  0.0374
H 2.871 4.821 -4.985  0.0717
H 1.946 6.204 -5.379  0.0765
H 1.803 1.608 -5.431  0.0469
H -2.403 -6.001 -7.415  0.0867
H -0.296 2.893 3.335  0.0494
H 2.358 -0.945 9.114  0.0844
H -7.995 1.997 -1.877  0.0817
H 1.153 5.239 0.500  0.0374
H -1.216 0.357 10.127  0.0740
H 0.821 5.877 2.121  0.0692
H -0.300 -5.226 -3.951  0.1298
H -4.902 -4.605 -1.253  0.1396

=====

(2)
A structure of composition C36H15F15GeN4OSV, computed with ωB97M-V with the def2-TZVPD basis set.

Each line ends with the Mulliken spin population.
Geometry (Å):
Ge 0.059 1.264 -1.891  0.0286
V 0.992 -0.966 0.446  2.5370
S 1.935 0.492 -1.158  -0.0279
F -2.631 0.894 -0.017  0.0028
F 0.958 2.817 0.803  0.0016
F -1.092 1.990 -7.179  0.0001
F 2.186 4.642 -5.130  0.0001
F -3.387 5.222 -1.347  0.0000
F -2.287 -3.010 -3.769  0.0006
F -2.275 6.153 0.937  0.0000
F -4.576 -0.899 -0.264  -0.0010
F -0.112 4.924 1.995  0.0000
F -2.386 3.073 -2.556  0.0003
F -4.423 -2.844 -2.129  0.0012
F 1.798 3.351 -2.831  -0.0008
F 0.756 3.956 -7.329  0.0000
F -1.580 0.745 -4.929  -0.0005
F -0.267 -1.251 -3.515  0.0020
O 6.230 -1.261 4.013  -0.0009
N 4.702 0.417 4.076  0.0001
N -0.553 -1.150 1.576  -0.1818
N -1.478 -2.045 1.304  0.4737
N 2.259 -1.982 1.584  -0.0072
C -1.753 5.093 0.328  0.0005
C 1.279 3.668 -5.061  -0.0002
C -1.952 -0.425 3.493  0.0107
C -2.349 -2.035 -2.863  -0.0012
C -2.125 0.415 4.583  0.0029
C 0.556 3.319 -6.180  -0.0003
C -1.757 3.516 -1.457  0.0042
C 0.178 -2.611 -0.364  0.0559
C 3.229 -1.235 2.143  0.0450
C -0.644 2.856 -0.958  -0.0078
C 0.163 0.619 3.054  0.0764
C -1.392 -0.065 -1.813  0.0123
C -0.800 -0.328 2.723  -0.0907
C -2.503 -0.022 -0.986  0.0302
C 4.012 -3.057 3.444  0.0255
C -1.440 -4.816 -1.090  -0.0144
C -0.120 3.363 0.222  -0.0049
C -0.652 4.462 0.866  0.0063
C -1.881 -3.944 -0.113  0.0673
C 3.046 -3.843 2.847  -0.0086
C 1.049 2.984 -3.887  0.0009
C 5.119 -0.841 3.772  -0.0006
C -1.335 -1.118 -2.720  -0.0052
C -0.013 1.461 4.144  -0.0019
C -1.160 1.358 4.917  0.0035
C -0.596 1.652 -4.899  -0.0040
C 2.174 -3.274 1.937  0.0886
C -2.312 4.619 -0.840  -0.0006
C 0.597 -3.530 -1.336  -0.0370
C 4.093 -1.717 3.102  -0.0211
C -3.448 -1.945 -2.032  -0.0007
C -3.528 -0.946 -1.086  -0.0239
C -0.381 2.311 -6.098  0.0002
C 0.121 1.956 -3.751  0.0105
C -0.197 -4.615 -1.696  0.0658
C -1.066 -2.869 0.255  -0.1353
H 0.733 2.214 4.372  0.0003
H 1.042 0.752 2.428  0.0149
H 0.141 -5.304 -2.464  0.0031
H -2.839 -4.084 0.380  -0.0015
H 2.946 -4.892 3.087  -0.0002
H 3.739 0.690 4.000  0.0001
H 1.377 -3.840 1.478  -0.0014
H -2.697 -1.161 3.225  0.0034
H 3.321 -0.214 1.786  -0.0043
H 1.546 -3.386 -1.844  0.0079
H -3.030 0.338 5.174  -0.0004
H -2.059 -5.652 -1.391  0.0002
H 5.345 1.028 4.549  0.0000
H 4.709 -3.459 4.171  0.0013
H -1.308 2.019 5.762  0.0006

The multiplicity is 4. As for the expectation value of S²: 3.791.

=====

Result set for max |F|: 0.0420; 0.0327 Eh/bohr, one per record in the order listed.
Result set for calculated total energy: -3212.3132; -6592.1928 Eh, one per record in the order listed.